DFT (ωB97M-V with the def2-TZVPD basis set) results for a molecular structure, C3HCaFO2 at a distorted geometry.

Last column: natural (NBO) charge in e.
Atoms and positions in Å:
O  -2.02  1.71  -1.37  -0.781
C  -2.36  2.80  -1.29  0.800
Ca  -1.30  -0.40  -1.41  1.949
F  -0.13  -0.14  0.34  -0.458
H  1.05  -0.73  2.12  0.271
O  2.13  -0.65  0.23  -0.339
C  1.68  -1.86  0.38  0.357
C  0.96  -0.73  1.01  0.202

LUMO = -10.19 eV
Calculated total energy = -1042.07222 hartree
Net charge = +2
ΔE to the lowest compared entry with this formula, charge and spin = 0.000 eV
Gap between HOMO and LUMO = 8.18 eV

=====

DFT (ωB97M-V with the def2-TZVPD basis set) results for 3 unconnected molecules or ions with the total composition C7H12N2O3 at a distorted geometry.

Last column: natural (NBO) charge in e.
Atoms and positions in Å:
C  -14.89  12.29  -22.80  -0.261
O  -13.59  12.82  -22.80  -0.493
C  -12.59  12.02  -23.13  0.982
O  -12.67  10.88  -23.49  -0.635
O  -11.47  12.73  -23.08  -0.493
C  -10.27  12.04  -23.37  -0.261
H  -15.56  13.07  -22.46  0.190
H  -15.05  11.44  -22.12  0.190
H  -15.19  11.90  -23.77  0.200
H  -9.47  12.74  -23.58  0.197
H  -10.35  11.37  -24.22  0.201
H  -9.96  11.44  -22.51  0.184
C  -15.38  15.01  -20.12  -0.718
C  -15.14  16.20  -20.94  0.305
N  -14.98  17.09  -21.65  -0.355
H  -16.44  14.80  -20.27  0.255
H  -15.07  15.18  -19.10  0.257
H  -14.82  14.17  -20.54  0.254
C  -14.16  20.15  -22.59  -0.726
C  -15.50  20.59  -22.27  0.299
N  -16.55  20.98  -22.02  -0.344
H  -13.80  19.31  -22.01  0.273
H  -13.45  20.96  -22.41  0.244
H  -14.12  19.90  -23.65  0.252

LUMO = 0.50 eV
Calculated total energy = -609.13551 hartree
ΔE to the lowest compared entry with this formula, charge and spin = 1.434 eV
Gap between HOMO and LUMO = 11.70 eV

=====

DFT (ωB97M-V with the def2-TZVPD basis set) results for a molecular structure, C14H37N3O4Sr at a distorted geometry.

Last column: natural (NBO) charge in e.
Atoms and positions in Å:
Sr  15.85  -11.64  -31.12  1.829
C  12.85  -12.96  -29.54  -0.264
O  14.19  -12.47  -29.36  -0.633
C  14.67  -12.81  -28.05  -0.083
C  16.03  -12.18  -27.86  -0.269
N  16.99  -12.65  -28.90  -0.705
C  18.34  -12.15  -28.60  -0.250
C  18.48  -10.65  -28.82  -0.080
O  17.86  -10.32  -30.05  -0.617
C  18.32  -9.11  -30.62  -0.258
H  12.63  -12.95  -30.61  0.202
H  12.15  -12.34  -28.99  0.197
H  12.77  -13.99  -29.20  0.205
H  14.69  -13.89  -27.91  0.200
H  14.00  -12.36  -27.32  0.210
H  16.40  -12.51  -26.87  0.220
H  16.06  -11.10  -27.81  0.206
H  17.01  -13.66  -28.87  0.386
H  19.06  -12.65  -29.26  0.212
H  18.66  -12.44  -27.59  0.214
H  19.54  -10.40  -28.87  0.209
H  18.04  -10.07  -27.99  0.185
H  19.40  -9.03  -30.57  0.201
H  17.85  -8.24  -30.14  0.186
H  18.00  -9.09  -31.66  0.198
C  12.59  -8.43  -29.93  -0.641
C  13.54  -9.51  -30.46  -0.090
C  12.95  -10.09  -31.73  -0.079
O  13.74  -11.16  -32.27  -0.641
C  13.37  -11.50  -33.61  -0.251
N  14.95  -9.10  -30.60  -0.896
H  11.96  -8.01  -30.72  0.227
H  13.12  -7.62  -29.43  0.231
H  11.88  -8.82  -29.19  0.238
H  13.57  -10.31  -29.71  0.201
H  12.88  -9.28  -32.46  0.192
H  11.95  -10.49  -31.54  0.209
H  13.36  -10.61  -34.25  0.194
H  12.37  -11.93  -33.64  0.204
H  14.07  -12.25  -33.97  0.192
H  15.25  -8.79  -29.67  0.379
H  15.01  -8.24  -31.14  0.379
C  19.02  -11.98  -34.88  -0.632
C  18.16  -11.32  -33.82  -0.076
C  16.90  -10.78  -34.42  -0.079
O  16.21  -9.95  -33.48  -0.603
C  15.74  -8.72  -34.02  -0.242
N  17.82  -12.28  -32.71  -0.933
H  19.23  -11.32  -35.71  0.242
H  18.56  -12.91  -35.22  0.214
H  19.98  -12.28  -34.46  0.233
H  18.70  -10.49  -33.36  0.208
H  16.24  -11.60  -34.74  0.174
H  17.14  -10.23  -35.33  0.212
H  16.45  -8.32  -34.75  0.200
H  15.67  -8.01  -33.19  0.186
H  14.77  -8.85  -34.51  0.182
H  18.68  -12.48  -32.20  0.390
H  17.59  -13.15  -33.19  0.375

LUMO = -5.32 eV
Calculated total energy = -1051.13610 hartree
Net charge = +2
Gap between HOMO and LUMO = 10.65 eV

=====

DFT (ωB97M-V with the def2-TZVPD basis set) results for 6 unconnected molecules or ions with the total composition H12O6 at a distorted geometry.

Last column: natural (NBO) charge in e.
Atoms and positions in Å:
O  2.56  0.24  2.47  -0.946
H  2.09  0.57  3.24  0.468
H  1.93  -0.05  1.82  0.475
O  -6.40  4.21  0.45  -0.935
H  -5.65  4.51  -0.06  0.467
H  -6.43  3.25  0.33  0.468
O  0.23  0.42  0.51  -0.965
H  -0.12  1.29  0.31  0.486
H  0.45  0.03  -0.34  0.484
O  0.24  -2.15  2.22  -0.936
H  0.35  -1.22  2.05  0.469
H  -0.66  -2.31  1.93  0.464
O  -0.02  5.50  -8.57  -0.917
H  0.83  5.09  -8.82  0.459
H  0.15  5.35  -7.63  0.458
O  3.52  -8.31  3.06  -0.915
H  2.90  -8.20  2.33  0.457
H  2.84  -7.94  3.66  0.458

LUMO = 0.13 eV
Calculated total energy = -458.59588 hartree
ΔE to the lowest compared entry with this formula, charge and spin = 2.084 eV
Gap between HOMO and LUMO = 11.37 eV